#1
Entry from OMol25: 12 unconnected molecules or ions with the total composition C29H82O19 (ωB97M-V with the def2-TZVPD basis set).

## Properties
SMILES string: CC(C)O.CC(C)O.CC(C)O.CC(C)O.CC(C)O.OCCO.OCCO.OCCO.OCCO.OCCO.OCCO.OCCO
E_HOMO: -9.362 eV
orbital gap: 9.7 eV

Last column: Mulliken charge in e.
Geometry (Å):
C (-0.706, 0.966, -0.023)  0.9154
C (0.411, 0.254, 0.727)  0.9288
C (1.545, -0.197, -0.264)  -0.5835
O (0.976, 1.089, 1.743)  0.1982
H (-0.620, 1.199, -1.084)  0.2350
H (-0.836, 1.956, 0.415)  -0.5544
H (-1.613, 0.371, 0.081)  -0.7174
H (-0.002, -0.542, 1.347)  -0.0560
H (2.242, -0.906, 0.182)  -0.1935
H (2.091, 0.668, -0.643)  0.0686
H (1.092, -0.703, -1.116)  0.1112
H (1.293, 0.498, 2.430)  -0.2247
C (-1.939, 0.113, 3.744)  -1.2422
C (-2.762, -1.170, 3.634)  1.0138
C (-3.684, -1.413, 4.873)  -1.7087
O (-3.641, -1.060, 2.538)  -0.5719
H (-1.476, 0.397, 2.799)  0.0119
H (-1.213, 0.110, 4.557)  0.5719
H (-2.552, 0.927, 4.130)  0.4717
H (-2.130, -2.042, 3.463)  0.0609
H (-4.497, -2.132, 4.767)  0.3947
H (-4.227, -0.540, 5.234)  0.3376
H (-2.996, -1.740, 5.652)  0.4205
H (-4.154, -0.254, 2.628)  0.1956
C (-3.387, -3.614, -1.330)  -1.5529
C (-2.857, -2.322, -0.729)  1.4284
C (-4.030, -1.335, -0.592)  -1.7006
O (-2.463, -2.610, 0.626)  -0.4073
H (-2.495, -4.202, -1.548)  0.2795
H (-3.820, -3.405, -2.308)  0.3284
H (-4.120, -4.111, -0.695)  0.3549
H (-1.972, -1.862, -1.170)  -0.1674
H (-4.420, -1.134, -1.590)  0.4478
H (-3.755, -0.376, -0.153)  0.2208
H (-4.851, -1.814, -0.058)  0.5375
H (-3.106, -2.105, 1.129)  -0.0230
C (-1.021, 0.990, -4.925)  -1.0645
C (-1.965, -0.271, -5.041)  0.5870
C (-2.698, -0.505, -3.779)  -0.5798
O (-2.766, -0.038, -6.090)  -0.5812
H (-0.181, 0.858, -4.244)  0.1562
H (-1.580, 1.830, -4.512)  0.0570
H (-0.702, 1.347, -5.904)  0.4567
H (-1.313, -1.111, -5.280)  0.0547
H (-3.393, 0.308, -3.568)  0.3438
H (-1.985, -0.433, -2.958)  -0.2542
H (-3.156, -1.494, -3.812)  0.4544
H (-3.333, -0.812, -6.139)  0.3797
C (3.577, -1.342, 5.352)  -1.3560
C (3.100, -0.229, 4.367)  0.3931
C (4.100, 0.199, 3.304)  -1.0747
O (2.156, -0.862, 3.553)  -0.1774
H (4.354, -0.828, 5.917)  0.4571
H (4.126, -2.181, 4.925)  0.2244
H (2.841, -1.624, 6.105)  0.3456
H (2.699, 0.673, 4.829)  0.4331
H (5.006, 0.667, 3.689)  0.4393
H (3.616, 0.877, 2.602)  0.0739
H (4.584, -0.607, 2.752)  0.2737
H (2.602, -1.574, 3.088)  -0.0065
O (3.974, -1.814, -2.182)  -0.5059
C (4.702, -2.389, -1.122)  0.2687
C (6.252, -2.243, -1.376)  -0.5906
O (6.623, -3.037, -2.483)  -0.5476
H (4.161, -0.882, -2.316)  0.2179
H (4.505, -1.838, -0.202)  -0.1263
H (4.366, -3.417, -0.986)  0.3887
H (6.767, -2.538, -0.461)  0.4105
H (6.540, -1.197, -1.476)  0.1572
H (6.224, -2.676, -3.278)  0.3220
O (3.324, 2.369, -4.232)  -0.6014
C (2.880, 2.180, -2.887)  0.1745
C (4.122, 2.184, -1.915)  -0.5406
O (4.833, 0.916, -1.845)  -0.4090
H (3.739, 1.537, -4.469)  0.3591
H (2.120, 2.906, -2.598)  0.0754
H (2.394, 1.204, -2.882)  0.1210
H (3.665, 2.413, -0.952)  0.1822
H (4.750, 3.066, -2.038)  0.4602
H (5.642, 1.052, -1.346)  0.2004
O (-1.227, -3.590, -3.761)  -0.3070
C (0.056, -4.278, -3.700)  -0.7768
C (1.050, -3.592, -2.749)  0.7641
O (2.379, -4.039, -2.892)  -0.6509
H (-1.738, -3.958, -4.485)  0.1988
H (-0.024, -5.347, -3.499)  0.3435
H (0.449, -4.265, -4.717)  0.3790
H (0.706, -3.522, -1.717)  -0.1556
H (1.034, -2.540, -3.035)  -0.0607
H (3.000, -3.350, -2.641)  0.3721
O (-5.375, 4.077, 1.334)  -0.5376
C (-4.169, 3.878, 2.000)  -0.6315
C (-3.770, 2.392, 1.755)  1.0796
O (-4.696, 1.538, 2.331)  -0.4656
H (-6.112, 3.673, 1.797)  0.3190
H (-3.474, 4.654, 1.681)  0.1294
H (-4.337, 3.993, 3.071)  0.4445
H (-2.818, 2.188, 2.246)  -0.3493
H (-3.656, 2.238, 0.682)  -0.2730
H (-5.586, 1.861, 2.172)  0.2145
O (-0.674, 3.710, 2.133)  -0.2097
C (0.003, 4.908, 1.859)  -0.5927
C (1.267, 4.473, 1.186)  0.1303
O (2.108, 3.640, 1.956)  -0.6256
H (-0.152, 3.158, 2.721)  0.1057
H (-0.554, 5.505, 1.136)  0.3269
H (0.276, 5.451, 2.764)  0.2923
H (1.832, 5.384, 0.989)  0.5461
H (1.127, 3.997, 0.216)  -0.2103
H (1.878, 2.715, 1.842)  0.2215
O (-2.264, 5.976, -1.336)  -0.5552
C (-2.570, 4.565, -1.319)  0.1321
C (-1.855, 3.817, -2.495)  -0.1882
O (-0.438, 3.690, -2.207)  -0.3334
H (-2.852, 6.363, -1.989)  0.3310
H (-2.314, 4.104, -0.365)  -0.5498
H (-3.648, 4.412, -1.380)  0.4341
H (-2.066, 4.281, -3.459)  0.5595
H (-2.239, 2.798, -2.549)  -0.0897
H (-0.071, 4.576, -2.233)  0.2449
O (2.806, -3.405, 2.661)  -0.4623
C (1.871, -4.241, 2.053)  -0.5756
C (0.502, -3.524, 2.001)  1.0199
O (-0.549, -4.217, 1.421)  -0.6271
H (3.710, -3.669, 2.472)  0.2377
H (2.269, -4.604, 1.105)  0.2982
H (1.781, -5.153, 2.642)  0.2829
H (0.575, -2.591, 1.443)  -0.8337
H (0.182, -3.189, 2.988)  0.2318
H (-1.215, -3.537, 1.293)  0.5408

=====

#2
Entry from OMol25: 12 unconnected molecules or ions with the total composition C29H82O19 (ωB97M-V with the def2-TZVPD basis set).

## Properties
SMILES string: CC(C)O.CC(C)O.CC(C)O.CC(C)O.CC(C)O.OCCO.OCCO.OCCO.OCCO.OCCO.OCCO.OCCO
E_HOMO: -9.581 eV
orbital gap: 9.8 eV

Last column: Mulliken charge in e.
Geometry (Å):
C (2.150, 0.670, 4.543)  -1.2078
C (2.174, 1.841, 3.590)  0.9987
C (3.573, 2.419, 3.429)  -1.4690
O (1.688, 1.469, 2.282)  -0.2376
H (2.090, 0.963, 5.595)  0.4439
H (2.998, -0.012, 4.460)  0.1388
H (1.252, 0.065, 4.396)  0.1807
H (1.513, 2.623, 3.977)  0.2713
H (3.506, 3.358, 2.873)  0.3594
H (4.206, 1.779, 2.812)  0.1811
H (4.012, 2.566, 4.414)  0.4612
H (0.740, 1.294, 2.432)  -0.6427
C (-1.804, -4.570, 2.192)  -1.5507
C (-1.091, -3.283, 1.798)  1.5886
C (-1.027, -2.326, 2.941)  -0.2168
O (0.236, -3.512, 1.290)  -0.2753
H (-1.997, -5.183, 1.309)  0.2900
H (-2.761, -4.306, 2.644)  0.4511
H (-1.227, -5.133, 2.925)  0.3528
H (-1.602, -2.774, 0.969)  -0.4685
H (-0.763, -2.766, 3.907)  0.5920
H (-1.974, -1.815, 3.129)  -0.2631
H (-0.298, -1.529, 2.773)  -0.5789
H (0.301, -4.386, 0.843)  -0.0522
C (-0.962, -7.328, -1.351)  -1.2612
C (0.042, -6.182, -1.356)  0.4362
C (-0.559, -4.853, -1.816)  -0.8345
O (0.597, -5.911, -0.065)  -0.4173
H (-1.753, -6.966, -0.691)  0.2690
H (-0.527, -8.241, -0.943)  0.3819
H (-1.286, -7.546, -2.366)  0.3610
H (0.851, -6.335, -2.082)  0.3110
H (-0.953, -4.872, -2.832)  0.5479
H (0.243, -4.119, -1.788)  -0.0032
H (-1.376, -4.529, -1.165)  0.0979
H (1.090, -6.682, 0.239)  0.2299
C (0.093, 1.125, -4.778)  -0.6428
C (-0.621, 0.855, -6.112)  0.4727
C (-0.100, -0.406, -6.758)  -1.4633
O (-2.023, 0.763, -5.856)  -0.5584
H (1.172, 0.969, -4.779)  0.2909
H (-0.280, 0.436, -4.011)  0.1645
H (-0.140, 2.106, -4.353)  0.0643
H (-0.389, 1.691, -6.790)  0.2428
H (0.953, -0.380, -7.024)  0.3782
H (-0.740, -0.648, -7.606)  0.3590
H (-0.209, -1.198, -6.006)  0.3085
H (-2.285, 1.674, -5.679)  0.3271
C (-1.595, 4.895, -0.918)  -1.2594
C (-0.579, 4.429, -1.948)  0.6466
C (0.601, 5.397, -1.999)  -1.3396
O (-0.114, 3.120, -1.581)  0.0438
H (-1.929, 5.910, -1.123)  0.5577
H (-1.183, 4.868, 0.091)  0.2552
H (-2.446, 4.211, -0.941)  0.1003
H (-0.953, 4.331, -2.970)  0.3209
H (1.231, 5.293, -1.113)  0.1922
H (0.249, 6.428, -2.064)  0.4709
H (1.258, 5.230, -2.856)  0.3092
H (0.507, 2.842, -2.287)  -0.3584
O (2.305, 2.345, -2.726)  -0.4222
C (3.376, 2.931, -2.030)  -0.9562
C (3.237, 2.828, -0.517)  0.0407
O (3.035, 1.474, -0.117)  0.3507
H (2.399, 1.361, -2.674)  0.1758
H (4.320, 2.451, -2.312)  0.2127
H (3.500, 3.980, -2.301)  0.5234
H (2.363, 3.395, -0.188)  0.0201
H (4.137, 3.185, -0.008)  0.4472
H (2.564, 1.493, 0.739)  -0.1276
O (-3.852, 2.950, 2.948)  -0.6712
C (-2.673, 3.462, 2.365)  -0.2026
C (-1.431, 2.995, 3.116)  -0.4374
O (-1.185, 1.595, 2.898)  -0.1564
H (-3.945, 2.015, 2.686)  0.2881
H (-2.673, 3.282, 1.292)  -0.1281
H (-2.719, 4.533, 2.597)  0.4952
H (-1.561, 3.187, 4.183)  0.3733
H (-0.528, 3.573, 2.876)  0.2362
H (-1.461, 1.344, 1.997)  -0.0303
O (-2.460, -0.232, 4.287)  -0.6173
C (-3.861, -0.050, 4.182)  -0.7856
C (-4.289, -0.477, 2.791)  -0.2577
O (-3.698, 0.340, 1.804)  0.2227
H (-1.970, 0.467, 3.819)  0.3879
H (-4.295, -0.764, 4.885)  0.3932
H (-4.143, 0.956, 4.500)  0.3962
H (-5.383, -0.558, 2.712)  0.4103
H (-3.981, -1.520, 2.659)  0.2253
H (-3.891, 0.077, 0.895)  -0.2986
O (0.616, -1.657, -0.765)  -0.6194
C (0.208, -0.447, -0.145)  3.3056
C (-1.231, -0.043, -0.448)  -0.3800
O (-1.467, 1.258, 0.087)  1.7191
H (0.550, -2.380, -0.116)  0.3286
H (0.433, -0.468, 0.924)  -0.9727
H (0.830, 0.376, -0.516)  -1.7278
H (-1.947, -0.753, -0.020)  -0.4324
H (-1.466, -0.048, -1.517)  0.2234
H (-1.089, 1.882, -0.566)  -0.6460
O (2.361, -0.300, -2.466)  0.3966
C (3.435, -1.107, -2.914)  -0.4942
C (4.769, -0.629, -2.345)  -0.5556
O (4.831, -0.598, -0.941)  -0.5410
H (1.819, -0.693, -1.764)  -0.2719
H (3.226, -2.116, -2.544)  0.2636
H (3.512, -1.145, -4.004)  0.3648
H (5.080, 0.330, -2.774)  0.2045
H (5.473, -1.352, -2.773)  0.4800
H (4.165, 0.053, -0.638)  0.2985
O (-4.388, 2.403, -0.622)  -0.5750
C (-4.929, 1.577, -1.643)  -0.3860
C (-5.678, 0.375, -1.065)  -0.5258
O (-4.806, -0.708, -0.704)  -0.4268
H (-3.560, 2.042, -0.278)  0.0352
H (-5.624, 2.209, -2.201)  0.4540
H (-4.170, 1.288, -2.379)  0.1669
H (-6.421, 0.110, -1.832)  0.5253
H (-6.299, 0.632, -0.203)  0.2136
H (-5.284, -1.511, -0.927)  0.2625
O (5.549, -1.285, 3.698)  -0.5901
C (5.348, -1.874, 2.417)  -0.8517
C (3.906, -1.752, 2.011)  0.9056
O (3.082, -2.544, 2.858)  -0.7050
H (5.025, -1.787, 4.333)  0.3479
H (5.980, -1.342, 1.709)  0.3072
H (5.603, -2.940, 2.403)  0.3773
H (3.772, -2.103, 0.980)  0.2697
H (3.548, -0.716, 2.036)  -0.4081
H (2.219, -2.688, 2.457)  0.2035

=====

Q: Which of them is the most stable? A: #2.

=====

#1
Entry from OMol25: 2 unconnected molecules or ions with the total composition C5H14S (ωB97M-V with the def2-TZVPD basis set).

## Properties
SMILES string: CCSC.CC
E_HOMO: -8.516 eV
orbital gap: 9.5 eV

Last column: Mulliken charge in e.
Geometry (Å):
C (-0.222, -1.536, 2.257)  -1.0923
C (0.417, -0.606, 1.227)  -0.4318
S (-0.687, 0.613, 0.498)  -0.0437
C (-0.790, 1.821, 1.827)  -0.8744
H (-1.050, -2.069, 1.792)  0.3090
H (-0.537, -1.017, 3.154)  0.3002
H (0.509, -2.314, 2.511)  0.3391
H (1.270, -0.091, 1.686)  0.3316
H (0.838, -1.187, 0.410)  0.3020
H (-1.569, 2.521, 1.529)  0.3023
H (-1.111, 1.321, 2.736)  0.2642
H (0.112, 2.386, 2.041)  0.2814
C (1.481, 0.053, -2.916)  -0.7488
C (0.318, -0.860, -3.315)  -0.7322
H (2.485, -0.343, -3.121)  0.2885
H (1.480, 0.953, -3.530)  0.3049
H (1.467, 0.379, -1.876)  0.1502
H (-0.466, -0.241, -3.759)  0.2359
H (0.619, -1.609, -4.048)  0.3184
H (-0.133, -1.349, -2.457)  0.1955

=====

#2
Entry from OMol25: 2 unconnected molecules or ions with the total composition C5H14S (ωB97M-V with the def2-TZVPD basis set).

## Properties
SMILES string: CCSC.CC
E_HOMO: -8.485 eV
orbital gap: 9.5 eV

Last column: Mulliken charge in e.
Geometry (Å):
C (0.913, 0.513, -1.954)  -1.1349
C (0.341, 1.097, -0.646)  -0.4430
S (1.335, 0.775, 0.804)  -0.0588
C (0.450, 1.754, 2.047)  -0.8069
H (0.253, 0.925, -2.706)  0.3241
H (0.900, -0.578, -1.893)  0.3178
H (1.962, 0.785, -2.114)  0.3695
H (0.122, 2.152, -0.779)  0.4249
H (-0.634, 0.608, -0.605)  0.2343
H (0.526, 2.811, 1.801)  0.2685
H (-0.596, 1.465, 2.096)  0.2544
H (1.026, 1.604, 2.952)  0.3094
C (-1.690, -1.876, -1.108)  -0.3739
C (-2.094, -2.799, 0.036)  -1.0236
H (-0.880, -1.258, -0.742)  -0.1876
H (-1.403, -2.466, -1.980)  0.3194
H (-2.502, -1.251, -1.464)  0.3262
H (-1.263, -3.441, 0.326)  0.2836
H (-2.942, -3.446, -0.181)  0.3179
H (-2.354, -2.240, 0.941)  0.2787

=====

#3
Entry from OMol25: 2 unconnected molecules or ions with the total composition C5H14S (ωB97M-V with the def2-TZVPD basis set).

## Properties
SMILES string: CCC.CSC
E_HOMO: -8.506 eV
orbital gap: 9.5 eV

Last column: Mulliken charge in e.
Geometry (Å):
C (1.490, -0.366, -1.632)  -1.0841
C (1.680, -0.592, -0.134)  -0.1078
C (3.159, -0.691, 0.297)  -1.1477
H (1.200, 0.652, -1.879)  0.2877
H (2.349, -0.589, -2.269)  0.3597
H (0.633, -0.935, -2.013)  0.2713
H (1.150, -1.448, 0.280)  0.3251
H (1.255, 0.288, 0.336)  0.1904
H (3.593, 0.272, 0.550)  0.2848
H (3.704, -1.135, -0.529)  0.3087
H (3.178, -1.247, 1.239)  0.3150
C (-2.398, 0.568, -0.679)  -0.6622
S (-3.355, 1.560, 0.473)  -0.0826
C (-2.825, 0.771, 2.013)  -0.6516
H (-2.854, -0.395, -0.926)  0.3421
H (-2.503, 1.034, -1.664)  0.3308
H (-1.340, 0.594, -0.418)  0.0277
H (-2.578, 1.415, 2.853)  0.3134
H (-1.950, 0.181, 1.769)  0.1134
H (-3.589, 0.065, 2.333)  0.2658

=====

Q: Which of them is the most stable? A: #1.

=====

#1
Entry from OMol25: 2 unconnected molecules or ions with the total composition C5H14S (ωB97M-V with the def2-TZVPD basis set).

## Properties
SMILES string: CCSC.CC
E_HOMO: -8.411 eV
orbital gap: 9.4 eV

Last column: Mulliken charge in e.
Geometry (Å):
C (-0.537, 0.517, -1.785)  -0.8025
C (0.118, -0.615, -1.143)  -0.2395
S (1.514, -1.570, -1.903)  -0.0988
C (3.066, -0.689, -1.761)  -0.7618
H (-1.304, 0.191, -2.517)  0.2685
H (0.250, 1.124, -2.258)  0.2881
H (-1.108, 1.212, -1.097)  0.2208
H (0.416, -0.230, -0.097)  0.0949
H (-0.641, -1.430, -0.907)  0.2287
H (2.904, 0.242, -1.289)  0.2625
H (3.773, -1.375, -1.134)  0.2785
H (3.245, -0.451, -2.835)  0.2695
C (-1.280, 1.105, 2.233)  -0.3582
C (-1.661, -0.289, 2.446)  -0.8409
H (-0.619, 1.617, 3.100)  0.2496
H (-0.508, 0.913, 1.306)  -0.0634
H (-2.123, 1.878, 1.900)  0.2127
H (-2.385, -0.253, 3.263)  0.3258
H (-2.218, -0.795, 1.563)  0.2229
H (-0.902, -1.104, 2.914)  0.2428

=====

#2
Entry from OMol25: 2 unconnected molecules or ions with the total composition C5H14S (ωB97M-V with the def2-TZVPD basis set).

## Properties
SMILES string: CCSC.CC
E_HOMO: -8.335 eV
orbital gap: 9.3 eV

Last column: Mulliken charge in e.
Geometry (Å):
C (1.484, -1.048, 2.029)  -1.1154
C (0.011, -1.483, 1.685)  -0.5916
S (-0.009, -2.652, 0.193)  -0.1403
C (-1.503, -2.180, -0.810)  -0.6540
H (1.899, -0.235, 1.461)  0.2706
H (2.109, -1.899, 2.006)  0.3811
H (1.396, -0.802, 3.007)  0.3742
H (-0.479, -2.254, 2.196)  0.3992
H (-0.669, -0.646, 1.690)  0.3989
H (-1.486, -2.520, -1.907)  0.2865
H (-2.427, -2.520, -0.399)  0.3157
H (-1.552, -1.037, -0.949)  0.0800
C (-0.039, 1.791, -0.865)  -0.6714
C (0.342, 3.045, -1.641)  -1.0579
H (0.346, 0.923, -1.400)  0.3019
H (0.394, 1.864, 0.127)  0.2357
H (-1.113, 1.777, -0.614)  0.2847
H (-0.149, 3.933, -1.246)  0.3113
H (0.064, 2.754, -2.695)  0.2546
H (1.382, 3.190, -1.868)  0.3359

=====

Q: Which of them is the most stable? A: #2.